[1]
Density functional theory data (ωB97M-V/def2-TZVPD) for a cluster of 10 separate species, C2H24NO9 in total in a non-equilibrium geometry.

```
36
Properties=species:S:1:pos:R:3:forces:R:3:mulliken_charge:R:1
H 0.825791 -1.231971 0.353709 1.363 1.188 -0.685 0.265
H -0.752961 3.183427 -3.125590 -0.113 0.593 0.953 0.294
N 1.654162 -0.676320 0.055873 -1.584 0.063 -1.034 0.271
H 0.920727 -3.388951 -2.304540 0.574 0.058 -0.006 0.302
H 1.947334 2.446760 -1.516696 -0.195 -0.125 -0.185 0.229
H -1.572881 1.313389 -1.124246 -0.165 -0.391 -0.358 0.263
O -1.318534 1.162508 -0.215436 -0.225 -0.364 1.230 -0.650
C 2.502803 -0.222357 0.979139 2.600 1.664 0.463 -0.962
H -0.610802 -3.321631 -2.250742 2.474 -0.510 2.153 0.332
O 1.518117 -2.822397 1.235202 -0.968 -1.077 -0.427 -0.585
O 0.107567 0.472898 3.268055 0.066 -1.179 0.347 -0.614
H -0.304340 2.158872 -3.963364 0.577 -0.835 0.420 0.287
O 0.230673 -3.501241 -1.650983 -3.048 0.483 -1.934 -0.617
O -2.656421 -1.313566 2.072150 1.810 0.704 1.894 -0.667
H -1.833217 2.488719 0.790933 -0.043 0.291 0.397 0.480
H -0.235899 1.209671 2.771300 -0.151 0.664 0.068 0.329
H -2.092109 3.978887 0.837675 -0.033 0.455 -0.037 0.285
H 1.888159 -1.113234 -1.996957 -0.073 -0.140 0.229 0.268
O -2.825338 -1.170950 -0.932374 -0.588 -0.778 0.510 -0.636
H 2.729560 0.338078 -1.466979 0.074 -0.947 0.482 0.411
H 2.431863 -0.371540 2.017450 -0.647 -0.577 0.838 0.345
C 1.829387 -0.259985 -1.299347 -0.236 -0.479 -1.759 -0.777
H 0.039909 0.617969 4.219649 -0.132 0.465 -0.412 0.276
O -2.102909 3.214370 1.408795 0.120 -0.624 -0.212 -0.656
H 2.348194 2.808674 -0.117420 0.029 -0.095 0.247 0.241
O -0.244738 2.374650 -3.013995 -0.492 0.283 -1.332 -0.583
H -3.379403 -1.823497 -1.370257 -0.025 0.136 -0.679 0.282
O 2.224955 2.040399 -0.687547 0.155 2.022 0.288 -0.534
H 0.820311 -3.214992 0.640820 1.133 0.096 1.053 0.258
H -1.929485 -1.100596 2.755608 -0.803 -0.728 -1.869 0.330
H 1.621390 -3.353513 2.029594 -0.347 -0.310 -0.165 0.254
H -2.988435 -1.475025 -0.021714 0.563 0.460 0.230 0.292
H 1.076079 0.423757 -1.730032 -0.347 -0.516 0.508 0.037
H 3.328374 0.468656 0.693817 -0.957 -0.792 -0.082 0.274
H -3.329001 -0.779818 2.491534 -0.908 0.190 -0.198 0.304
H -1.868882 0.439900 0.166916 0.542 0.655 -0.937 0.371
```
Positions in Å, forces in eV/Å.

Summary:
maximum force = 3.64 eV/A
expectation value of S² = 0.753
orbital gap (spin up / spin down) = 4.029 / 8.535 eV
DFT total energy = -22377.655 eV
spin multiplicity = 2

=====

[2]
Density functional theory data (ωB97M-V/def2-TZVPD) for a cluster of 2 separate species, C4H8N2O in total in a non-equilibrium geometry.

```
15
Properties=species:S:1:pos:R:3:forces:R:3:mulliken_charge:R:1
H 1.059445 -2.067016 1.115144 0.257 0.084 0.210 0.375
H -0.158850 2.292393 -0.642945 -0.129 -0.286 -0.009 0.304
N 1.663341 -1.650476 -0.880349 -1.770 0.020 0.300 -0.574
C 1.424972 -0.507429 -1.619111 0.893 0.362 0.611 -0.398
C 1.207857 -1.355065 0.321777 0.735 -0.125 -0.560 -0.175
H -4.300762 -1.449805 3.164253 0.019 -0.111 0.223 0.319
H 0.795954 2.191334 -2.118598 -0.152 -0.389 -0.019 0.289
H 1.544586 2.637153 -0.651841 -0.107 -0.359 0.108 0.273
N 0.872835 -0.038082 0.429347 0.425 -0.536 0.534 -0.097
C 1.104529 0.544095 -0.791273 -1.026 -1.123 -0.629 0.603
H -4.283802 -0.924946 1.765889 -0.276 0.386 -0.602 0.317
C 0.788029 1.939429 -1.055975 0.386 1.976 -0.236 -1.170
H 0.618826 0.398163 1.303443 0.005 0.125 -0.311 0.201
H 1.446780 -0.535432 -2.696295 0.472 0.243 0.000 0.370
O -3.783742 -1.474316 2.356535 0.270 -0.268 0.381 -0.636
```
Positions in Å, forces in eV/Å.

Summary:
SMILES = Cc1cnc[nH]1.O
maximum force = 2.03 eV/A
relative energy (zero: lowest compared OMol25 entry of this formula, charge and spin) = 28.8 kcal/mol
orbital gap = 9.031 eV
DFT total energy = -9305.145 eV

=====

[3]
Density functional theory data (ωB97M-V/def2-TZVPD) for an isolated molecule of C2H4N2O2 in a non-equilibrium geometry.

```
10
Properties=species:S:1:pos:R:3:forces:R:3:mulliken_charge:R:1
O 1.924295 -0.912688 0.003196 1.389 -0.171 0.200 -0.401
C -1.733120 0.317529 0.009530 -1.345 -0.796 1.138 0.215
H 0.363767 1.974944 -0.040492 0.942 -1.234 -0.252 0.261
H 2.889929 -1.133036 0.112194 -1.488 0.563 -0.281 0.353
C 0.672716 0.891597 -0.038665 -0.990 -0.081 0.811 0.199
H -0.263371 -0.968567 0.119868 0.433 -0.268 0.058 0.265
N -0.421117 0.019993 0.218738 1.246 0.377 -0.910 -0.135
H -1.911079 1.438047 0.212810 -0.446 -1.355 -0.803 0.203
O -2.548201 -0.606100 -0.122650 1.160 2.589 0.003 -0.544
N 1.888892 0.492029 -0.115016 -0.901 0.375 0.036 -0.416
```
Positions in Å, forces in eV/Å.

Summary:
SMILES = O=CN/C=N\O
maximum force = 2.84 eV/A
relative energy (zero: lowest compared OMol25 entry of this formula, charge and spin) = 69.6 kcal/mol
orbital gap = 10.502 eV
DFT total energy = -9212.206 eV

=====

[4]
Density functional theory data (ωB97M-V/def2-TZVPD) for a cluster of 13 separate species, C42H75F9O36 in total in a non-equilibrium geometry.

```
162
Properties=species:S:1:pos:R:3:forces:R:3:mulliken_charge:R:1
C -5.768355 -3.406321 -7.753021 -0.015 -0.182 -0.157 -0.708
F 5.812362 6.542257 0.623500 0.007 -0.048 0.090 -0.250
C -0.958516 0.273762 4.858262 -0.643 -0.781 0.820 -0.188
H 2.350550 3.507794 -0.485111 0.053 0.154 0.113 0.233
H 2.922442 4.071813 5.681394 0.010 -0.102 -0.165 0.228
H -1.282131 2.069874 2.433481 0.424 0.178 0.150 -0.687
H 2.133615 -3.868944 4.921414 -0.022 -0.188 0.275 0.639
O 6.042694 -2.304818 7.553120 0.475 0.055 -0.003 -0.350
O -0.081189 -6.418935 6.882216 -0.316 0.023 0.037 -0.357
H 1.115063 0.716862 1.532655 -0.228 0.189 -0.183 0.312
H -0.554958 0.256093 1.888039 -0.225 -0.014 -0.382 -0.686
H -2.492640 -3.749473 -0.067553 0.215 -0.114 0.200 0.343
C -1.913461 0.422545 -5.652278 -0.081 -0.341 -0.570 -0.044
H 1.992680 -6.218136 1.043817 -0.151 0.116 -0.068 0.383
H -6.801819 -3.195800 -7.486525 0.066 0.029 0.153 0.339
C 0.384657 -0.091730 1.467954 1.311 0.019 0.760 0.636
O -4.843981 -2.746852 -6.888402 -0.044 0.273 -0.008 -0.301
C 2.093381 -0.546042 -5.315155 -0.345 1.046 -0.167 -0.341
H 2.755675 3.791724 -2.159239 0.216 0.299 -0.069 0.121
C -4.746462 -1.171319 -3.800475 0.012 0.027 0.680 -0.382
C 6.076446 -0.275989 -7.730391 0.219 0.707 -0.231 -0.698
H -4.785268 0.703756 1.819299 0.006 -0.260 0.204 0.454
H 0.329778 4.877093 -0.682333 -0.246 0.067 -0.144 0.156
H -7.237447 1.488727 -1.504538 0.198 -0.102 -0.104 0.250
F -1.731701 -0.128923 -2.368026 0.169 -0.094 0.002 0.081
O 0.236673 1.022280 4.777183 0.075 0.249 -0.511 0.100
H 3.041602 -4.820366 1.210614 0.301 -0.103 0.431 0.203
H -1.862039 0.770256 4.504307 0.271 0.305 -0.257 0.015
O 0.402843 -5.117434 -0.562244 0.255 -0.094 -0.253 -0.620
F 3.801641 7.339408 0.686178 0.004 0.070 0.088 -0.192
C 0.805423 4.525223 -1.596169 0.523 -0.365 0.060 -0.615
O -0.534162 -3.383259 0.536528 0.015 0.317 0.496 0.058
C -0.263819 -6.684440 8.280323 -0.106 -0.329 -0.149 -0.666
C 3.343472 -2.162800 -0.868077 -0.733 -0.315 0.399 -0.008
F 0.098137 6.293176 3.568734 0.005 -0.032 -0.022 -0.279
C -5.252559 -2.536287 -5.636464 0.154 -0.173 -0.213 0.660
H -1.170326 -0.038111 5.886604 0.161 0.282 0.059 0.516
O -0.382199 1.613246 -0.459419 -0.280 0.209 0.056 -0.381
C 4.708482 6.742372 -0.084261 0.057 0.113 -0.381 0.839
H -2.706333 2.616422 -1.311462 -0.400 0.130 0.100 -0.081
H -1.836225 -2.148081 -0.364501 0.103 0.019 -0.102 -0.217
C -7.296351 1.924520 -2.502606 -0.402 -0.178 0.454 -0.649
H 5.905319 2.010878 -3.310797 0.166 -0.241 -0.026 0.312
H 1.257270 4.567177 6.066855 -0.033 -0.008 0.052 0.328
C -5.026316 2.450098 -2.354272 -0.426 0.099 0.454 0.752
H -5.568441 -3.019801 -8.749136 0.062 -0.054 0.005 0.236
H -7.291258 1.140349 -3.255938 -0.003 -0.024 -0.016 0.284
H 7.267151 -3.420840 8.718635 0.023 0.190 -0.082 0.223
C 2.263766 4.235158 -1.294728 -0.644 -0.473 -0.199 -0.068
C 0.903485 -1.263214 2.303394 -0.730 0.325 -0.808 -0.776
O 0.421490 -5.020731 5.318031 -0.136 -0.355 -0.395 -0.258
H -4.079883 3.153920 -9.026758 0.157 0.242 -0.110 0.282
C 0.278113 2.227128 5.366105 0.401 -0.414 0.288 0.492
F 0.092571 0.831278 -3.045805 -0.133 -0.194 0.224 -0.247
C 0.582118 -5.296376 6.614065 0.132 -0.045 -0.020 0.656
O -4.394458 -1.689773 -5.075305 0.181 0.037 -0.035 -0.107
C 1.045637 -3.834817 4.853883 0.221 0.624 -0.051 -0.403
O -4.732825 -1.949467 2.632227 -0.165 0.049 0.168 -0.580
H -0.975818 0.422566 -5.116001 -0.053 0.056 0.256 -0.271
O 1.075994 -4.392374 1.473190 0.075 0.312 0.715 0.053
H -1.340336 -3.550462 -1.381702 0.184 0.131 0.043 0.443
H 0.698770 5.242019 -2.407849 -0.003 0.144 0.088 0.520
O 4.379901 -1.383275 -1.429064 0.452 0.091 0.451 -0.456
C -0.401008 -0.047152 -2.161805 0.264 0.026 -0.130 0.478
H 1.646811 -1.865985 1.787978 0.267 0.259 -0.016 0.321
C -1.812016 3.007740 2.304152 -0.881 -0.062 -0.418 1.760
H -2.993293 2.879020 4.162585 0.414 -0.032 -0.070 0.350
C 2.158961 -5.305801 1.620285 -0.257 -0.495 -1.030 -0.837
F 0.143162 -1.241516 -2.396769 -0.246 0.170 -0.005 -0.127
H 0.691510 -6.867302 8.765060 0.005 0.119 0.062 0.291
H -2.410074 4.245029 -1.955896 -0.164 0.144 -0.090 0.228
H 5.813118 -2.844852 9.544403 -0.217 -0.115 -0.029 0.285
C 3.998558 -0.250779 -2.007527 -0.270 -0.330 -1.033 0.571
H -3.818799 1.662137 -9.859475 0.159 0.097 -0.272 0.288
H 0.065174 -1.935999 2.474557 0.120 -0.012 0.482 -0.642
H 3.799592 -2.964039 -0.291980 0.263 0.023 -0.178 0.076
O -4.185511 3.448010 -2.573292 -0.263 0.296 -0.018 -0.377
H -5.598227 -4.482174 -7.729747 -0.034 0.007 0.023 0.277
C 4.174078 5.400588 -0.637223 -0.142 -0.460 0.461 0.353
O -6.206718 -3.042665 -5.113814 -0.303 0.068 0.083 -0.576
O 2.884593 5.468567 -0.900709 0.130 0.385 -0.121 -0.289
C 3.748941 -1.197158 5.220316 -1.360 0.735 -1.258 -0.302
H -5.383074 -1.852922 -3.237410 -0.073 -0.025 -0.206 0.436
H 2.356216 0.387253 -4.816851 0.251 -0.167 0.097 0.093
C 4.049302 -0.290336 -6.562066 -0.224 0.118 -0.031 0.776
O -0.594417 2.730373 6.014875 -0.208 0.073 -0.055 -0.596
H 2.689032 -2.592447 -1.628268 0.093 0.090 -0.075 0.314
C 4.826437 -2.207538 7.041841 -0.335 0.097 -0.183 0.744
C -0.168033 0.466077 -0.726303 0.323 0.142 -0.078 -0.084
F 2.027596 5.370649 3.314350 0.292 0.053 -0.030 -0.200
C -3.593466 -1.663781 2.400741 0.022 -0.250 -0.411 0.293
H -3.145942 -3.377810 4.459476 0.285 0.163 0.106 0.329
H 1.745714 -1.247941 -4.569586 -0.135 -0.195 -0.149 0.260
H -3.833527 -1.019735 -3.228039 0.068 0.007 -0.206 -0.153
O 5.082079 0.423822 -2.344449 0.545 -0.190 0.449 -0.436
O -1.667439 1.278658 -6.777554 0.130 0.095 0.069 -0.310
H 0.684825 -2.976660 5.423743 0.084 0.001 0.033 0.434
O 0.902481 3.328129 1.959896 0.183 -0.082 -0.529 -0.421
O 0.260139 -0.467517 0.085536 -0.449 -0.509 -0.102 0.644
H -3.650466 0.947383 0.484458 0.272 -0.026 0.254 -0.088
O -3.164351 -0.628319 1.667618 0.305 0.028 0.231 0.364
H -1.676370 -3.987913 3.575541 0.060 0.109 0.194 0.119
H -3.734455 2.204450 2.737227 -0.009 0.122 -0.095 0.074
O 5.124407 -0.967006 -6.942401 -0.039 -0.521 0.129 -0.358
H 3.428577 -0.150868 5.217475 0.443 0.093 0.132 0.215
H 1.314043 -0.781977 3.189677 -0.032 -0.457 0.278 0.398
C -2.701659 1.480486 -7.584156 0.048 0.016 -0.021 0.762
H 1.343766 -0.253910 -6.053724 -0.192 -0.395 0.064 0.342
C -1.594498 -3.207461 -0.379576 -0.557 -0.103 -0.531 -0.615
O 1.499853 2.709191 5.145135 0.206 0.079 -0.172 -0.154
H -4.788713 -0.320432 0.369044 0.000 -0.365 0.305 0.349
H 2.062495 3.288125 7.027944 -0.012 0.182 0.090 0.340
H -5.238962 -0.206746 -3.907534 -0.063 -0.049 -0.129 0.255
H -2.881283 3.111067 -10.368915 0.294 0.043 0.054 0.223
O -2.290703 2.219837 -8.611134 0.573 0.282 -0.090 -0.355
H 0.788956 -3.702975 3.806523 -0.214 -0.221 0.016 -0.412
H 3.956820 -1.461715 4.180592 0.285 -0.019 0.100 0.310
C -4.155445 0.196588 1.091921 -0.611 0.633 -0.999 -0.851
H -0.806797 -5.873923 8.762713 0.180 0.121 -0.007 0.310
C 6.198875 -3.247836 8.610709 0.248 -0.248 0.048 -0.648
H 4.255616 2.286088 -2.785852 0.035 -0.118 0.215 -0.262
C -2.840264 3.273706 -2.171613 0.940 -0.751 -0.091 -0.097
H -3.645850 3.961522 2.983064 0.037 -0.006 -0.296 0.430
O 3.205581 -1.129302 -5.976061 0.474 -0.506 0.228 -0.375
O 4.853895 4.419644 -0.721065 0.273 0.085 -0.154 -0.520
C 0.854051 5.577300 2.733853 -0.418 0.358 -0.214 0.719
O -3.819054 1.071632 -7.422542 -0.278 -0.108 0.118 -0.555
F 5.016310 7.576780 -1.094991 -0.117 -0.098 0.049 -0.267
O 4.902298 -1.375685 5.995214 0.191 -0.160 0.280 -0.350
H -2.141317 -0.584136 -6.007327 -0.026 0.043 0.067 0.396
H 2.730707 -1.577651 -0.179332 0.018 0.120 -0.167 -0.161
H 4.513715 1.238266 -4.159512 0.239 -0.041 -0.065 -0.057
H 7.038169 -0.739642 -7.541090 -0.016 -0.167 -0.131 0.248
H 6.139094 0.782411 -7.472440 -0.113 -0.110 0.198 0.330
O -4.774196 1.387083 -1.843586 0.258 -0.127 -0.082 -0.371
F 1.033909 6.300564 1.614437 0.089 -0.115 0.175 -0.264
O -1.052792 4.161547 2.674990 -0.022 0.646 0.192 -0.394
C -2.664506 -3.549268 3.497288 -0.807 -0.465 -0.215 -0.819
H -0.880167 -7.579370 8.313932 0.086 -0.028 0.003 0.236
C 4.936002 1.541349 -3.200614 -0.828 0.617 -0.293 0.275
H -2.280573 2.790053 -2.977030 0.001 0.195 -0.068 0.191
H 5.735234 -4.194954 8.340165 -0.226 0.095 0.185 0.309
O -6.242915 2.850774 -2.720841 0.263 0.252 -0.217 -0.411
H -8.221663 2.492937 -2.537426 0.059 0.064 -0.286 0.288
H -2.761427 0.767008 -5.064492 0.112 0.160 0.103 0.157
H 2.832256 -1.726060 5.483293 0.529 -0.468 0.687 0.121
H -0.787060 -0.650172 4.313188 0.018 0.158 -0.306 -0.238
H -2.045044 3.119680 1.241564 0.185 -0.153 -0.013 -0.021
C 0.339713 -4.366019 0.368322 -0.496 -0.484 -0.066 0.553
H -3.317148 -4.245479 2.962476 0.099 0.093 -0.099 0.364
O 3.835862 -2.759362 7.431184 -0.028 -0.137 0.077 -0.535
C -3.103863 3.021225 3.084559 -0.282 0.024 0.555 -1.450
O 3.866920 0.886795 -6.715892 -0.009 0.404 -0.021 -0.569
H 5.798181 -0.322300 -8.783453 0.082 -0.218 -0.005 0.287
C -3.307933 2.572626 -9.535516 -1.103 -0.574 0.341 -0.629
H 0.367779 3.577883 -1.914430 -0.203 0.085 0.132 -0.085
H 2.205833 -5.589857 2.664476 0.252 0.337 0.141 0.237
C 0.223644 4.223434 2.364256 0.114 -0.724 0.713 0.502
C 1.957242 3.735414 6.040407 -0.339 -0.095 0.115 -0.847
O 2.857234 0.031879 -2.288037 0.022 0.352 0.407 -0.099
O -2.511346 -2.343742 2.756780 0.613 0.233 0.129 0.125
O 1.219155 -4.649192 7.393112 0.003 0.233 0.200 -0.502
```
Positions in Å, forces in eV/Å.

Summary:
maximum force = 1.99 eV/A
relative energy (zero: lowest compared OMol25 entry of this formula, charge and spin) = 0.0 kcal/mol
orbital gap = 11.158 eV
DFT total energy = -142939.146 eV

=====

What is the formula in the third record?
C2H4N2O2